Molecular formula: C4H12NO2
Method: DFT, wB97M-V/def2-TZVPD

Element x y z (Å)
H (-0.625, -0.174, -0.255)
H (1.043, -1.620, 0.291)
H (-0.906, 2.015, -0.511)
C (-0.471, 1.674, 0.420)
O (-0.354, -0.285, -4.160)
N (-0.342, 0.424, 0.557)
H (-1.577, -1.893, -1.673)
H (-0.426, 1.199, 3.111)
H (-0.855, -0.630, -2.417)
C (0.424, 0.532, 2.967)
H (-0.153, 2.332, 1.206)
C (0.393, -0.153, 1.651)
H (0.733, -0.103, 3.782)
C (1.123, -1.204, 1.290)
O (-1.110, -1.057, -1.584)
H (1.203, 1.315, 2.906)
H (2.068, -1.469, 1.753)
H (-0.605, -0.076, -5.067)
H (0.436, -0.829, -4.267)

The calculation puts the lowest unoccupied orbital energy at -4.4 eV. As for the largest force on an atom: 2.39 eV Å⁻¹. Its total energy is -9920.2147 eV. The multiplicity is 1. As for the net charge: +1. The value obtained for the energy relative to the best compared isomer or geometry (same formula, charge and spin) is 194.44 kJ/mol. Its HOMO-LUMO gap is 9.4777 eV. For the HOMO energy, the calculation gives -13.9 eV.